1.
47
Properties=species:S:1:pos:R:3 method="wB97M-V/def2-TZVPD" e_lumo_ev="1.37 / 1.46" total_charge=-1 homo_energy_ev="-4.6 / -4.5" spin_multiplicity=1
Ir -0.942 -0.615 -1.006
N 2.192 -0.895 -4.152
C 1.339 -0.618 -3.119
S -0.286 -0.191 -3.561
N 1.799 -0.629 -1.912
N 1.024 -0.353 -0.889
C 1.502 -0.492 0.376
C 2.889 -0.859 0.629
C 3.923 -0.260 -0.093
C 5.240 -0.567 0.187
C 5.546 -1.481 1.184
C 4.525 -2.108 1.883
C 3.204 -1.807 1.607
C 0.585 -0.207 1.413
C 0.920 -0.036 2.777
C -0.064 0.231 3.690
C -1.393 0.350 3.263
C -1.656 0.218 1.915
N -0.715 -0.030 1.028
H 1.740 -1.255 -4.979
H 3.037 -1.379 -3.884
H 3.685 0.460 -0.859
H 6.034 -0.088 -0.371
H 6.575 -1.717 1.411
H 4.757 -2.845 2.641
H 2.399 -2.331 2.096
H 1.954 -0.115 3.072
H 0.179 0.359 4.736
H -2.195 0.534 3.958
H -2.664 0.300 1.535
Cl -3.510 -0.081 -1.470
C -3.906 1.592 -1.214
C -5.246 1.944 -1.169
C -5.620 3.261 -0.957
C -4.643 4.231 -0.792
C -3.311 3.876 -0.850
Cl -2.122 5.104 -0.668
C -2.889 2.550 -1.057
S -1.196 2.207 -1.126
H -5.992 1.175 -1.304
H -6.664 3.529 -0.921
H -4.903 5.264 -0.624
O 0.206 -3.255 0.563
Se -1.019 -3.321 -0.450
O -0.560 -2.591 -1.892
O -2.197 -2.279 0.049
O -1.563 -4.784 -0.695

2.
38
Properties=species:S:1:pos:R:3 method="wB97M-V/def2-TZVPD" e_lumo_ev=-3.46 total_charge=0 homo_energy_ev=-6.4 spin_multiplicity=1
N 1.911 1.591 0.898
C 2.306 2.916 0.866
N 3.669 3.041 0.850
C 4.171 1.762 0.865
C 5.625 1.475 0.844
O 6.513 2.305 0.838
C 3.050 0.859 0.900
H 1.609 3.751 0.857
H 5.827 0.372 0.833
H 3.145 -0.225 0.932
Cl -2.955 5.703 -1.783
C -2.475 4.237 -1.044
C -2.122 4.222 0.318
C -1.728 3.031 0.913
C -1.675 1.820 0.170
C -1.244 0.612 0.795
C -1.286 -0.626 0.168
C -0.805 -1.781 0.770
C -0.771 -3.055 0.126
C -0.391 -4.216 0.853
C -0.334 -5.461 0.242
C -0.652 -5.581 -1.124
Cl -0.570 -7.110 -1.886
C -1.033 -4.453 -1.870
C -1.094 -3.207 -1.254
C -2.045 1.864 -1.206
C -2.434 3.057 -1.806
H -2.158 5.145 0.891
H -1.452 3.005 1.969
H -0.886 0.673 1.825
H -1.734 -0.694 -0.829
H -0.440 -1.720 1.799
H -0.144 -4.112 1.912
H -0.045 -6.346 0.803
H -1.272 -4.559 -2.925
H -1.375 -2.333 -1.842
H -2.005 0.955 -1.807
H -2.704 3.083 -2.859

3.
48
Properties=species:S:1:pos:R:3 method="wB97M-V/def2-TZVPD" e_lumo_ev=-0.57 total_charge=0 homo_energy_ev=-7.7 spin_multiplicity=1
Pd 0.141 -0.424 -1.923
C 2.587 4.721 -0.397
C 3.012 3.387 -0.885
N 4.212 2.914 -0.847
N 4.082 1.666 -1.400
C 2.845 1.351 -1.787
S 2.399 -0.128 -2.472
N 2.149 2.475 -1.474
N 0.808 2.661 -1.757
H 3.452 5.226 0.025
H 1.818 4.627 0.372
H 2.185 5.332 -1.207
H 4.871 1.046 -1.446
H 0.659 3.579 -2.146
H 0.250 2.467 -0.935
Cl -0.313 -4.220 -4.984
C -1.461 -3.578 -3.857
C -2.642 -4.300 -3.611
C -3.593 -3.831 -2.761
Cl -5.048 -4.749 -2.481
C -3.383 -2.609 -2.086
C -4.283 -2.018 -1.172
C -3.956 -0.845 -0.557
C -2.705 -0.263 -0.811
N -1.855 -0.787 -1.657
C -2.174 -1.927 -2.333
C -1.198 -2.357 -3.272
O -0.142 -1.620 -3.504
H -2.789 -5.245 -4.118
H -5.223 -2.511 -0.961
H -4.631 -0.373 0.145
H -2.383 0.636 -0.297
O 0.305 -1.790 0.377
C 0.400 -0.627 0.745
O 0.345 0.401 -0.049
C 0.596 -0.292 2.202
C 0.599 1.023 2.649
C 0.777 1.307 3.993
C 0.954 0.253 4.867
C 0.956 -1.064 4.452
C 0.773 -1.332 3.106
N 1.149 0.550 6.311
O 1.255 -0.392 7.070
O 1.092 1.713 6.659
H 0.463 1.824 1.934
H 0.782 2.319 4.370
H 1.099 -1.852 5.176
H 0.763 -2.347 2.733

4.
41
Properties=species:S:1:pos:R:3 method="wB97M-V/def2-TZVPD" e_lumo_ev="-4.47 / -4.47" total_charge=+1 homo_energy_ev="-11.5 / -11.5" spin_multiplicity=1
Co 0.093 0.535 0.361
Cl -0.260 0.736 2.576
C -0.572 -0.923 3.066
C -0.723 -1.184 4.414
C -0.970 -2.492 4.794
C -1.054 -3.493 3.837
C -0.889 -3.195 2.496
Cl -1.005 -4.453 1.324
C -0.637 -1.884 2.071
S -0.465 -1.514 0.364
H -0.653 -0.387 5.140
H -1.099 -2.733 5.839
H -1.248 -4.517 4.126
C -2.834 0.775 -4.266
C -3.071 0.849 -2.900
C -2.015 0.719 -2.012
C -0.727 0.528 -2.498
C -0.481 0.440 -3.868
C -1.542 0.566 -4.743
N 0.322 0.418 -1.539
N 1.488 0.274 -1.968
C 2.414 0.160 -0.932
C 3.767 -0.005 -1.210
C 4.647 -0.122 -0.148
C 4.170 -0.075 1.157
C 2.809 0.091 1.437
C 1.929 0.217 0.384
H -3.656 0.870 -4.962
H -4.074 0.994 -2.524
H -2.202 0.735 -0.945
H 0.524 0.277 -4.225
H -1.363 0.498 -5.807
H 4.101 -0.040 -2.238
H 5.703 -0.255 -0.332
H 4.864 -0.173 1.981
H 2.478 0.112 2.465
Cl -2.876 2.910 0.702
C -1.598 3.618 -0.269
Cl 0.024 3.136 0.325
H -1.634 4.697 -0.175
H -1.687 3.290 -1.299

5.
46
Properties=species:S:1:pos:R:3 method="wB97M-V/def2-TZVPD" e_lumo_ev="-3.96 / -5.64" total_charge=+1 homo_energy_ev="-11.1 / -11.8" spin_multiplicity=2
Ir 0.275 -0.302 -0.631
O -3.709 -0.231 0.206
C -2.584 -0.430 -0.177
N -1.465 0.352 0.043
C -1.428 1.602 0.581
C -2.533 2.329 1.073
C -2.333 3.594 1.536
C -1.043 4.203 1.533
C 0.055 3.549 1.061
C -0.100 2.227 0.573
N 0.886 1.457 0.042
C 2.223 1.802 -0.112
O 2.763 2.799 0.294
C 2.965 0.756 -0.901
C 4.297 0.940 -1.193
C 4.960 -0.024 -1.941
C 4.254 -1.134 -2.368
C 2.916 -1.252 -2.032
N 2.274 -0.325 -1.321
C -2.246 -1.616 -1.068
C -3.254 -2.449 -1.500
C -2.946 -3.474 -2.382
C -1.635 -3.621 -2.804
C -0.671 -2.756 -2.320
N -0.959 -1.773 -1.468
H -3.502 1.857 1.078
H -3.169 4.161 1.922
H -0.946 5.209 1.919
H 1.035 3.994 1.057
H 4.788 1.830 -0.825
H 6.008 0.091 -2.180
H 4.725 -1.916 -2.946
H 2.345 -2.124 -2.315
H -4.257 -2.269 -1.140
H -3.718 -4.145 -2.734
H -1.349 -4.403 -3.493
H 0.367 -2.862 -2.600
Cl -3.036 0.675 3.754
C -1.481 0.509 4.569
Cl -0.139 1.175 3.613
H -1.280 -0.544 4.725
H -1.518 1.059 5.501
Cl -0.661 -2.252 2.209
Si 0.863 -1.715 0.970
Cl 2.443 -1.080 2.104
Cl 1.522 -3.476 0.089

6.
41
Properties=species:S:1:pos:R:3 method="wB97M-V/def2-TZVPD" e_lumo_ev=2.44 total_charge=-1 homo_energy_ev=-3.3 spin_multiplicity=1
Pt -0.480 -0.006 -0.906
O 2.364 -2.789 -0.072
C 1.404 -2.096 -0.419
N 0.741 -1.156 0.286
C 0.756 -1.037 1.671
C 1.756 -1.546 2.510
C 1.772 -1.246 3.863
C 0.802 -0.408 4.405
C -0.224 0.070 3.612
C -0.328 -0.289 2.251
N -1.416 0.027 1.504
C -2.022 1.224 1.510
O -3.149 1.514 1.895
C -1.121 2.260 0.867
C -1.178 3.600 1.211
C -0.196 4.466 0.766
C 0.837 3.952 -0.009
C 0.805 2.620 -0.361
N -0.163 1.789 0.035
C 0.733 -2.349 -1.733
C 1.206 -3.328 -2.593
C 0.473 -3.685 -3.707
C -0.751 -3.054 -3.917
C -1.153 -2.070 -3.041
N -0.431 -1.695 -1.984
H 2.534 -2.150 2.070
H 2.560 -1.634 4.498
H 0.841 -0.149 5.457
H -1.015 0.681 4.033
H -1.989 3.925 1.849
H -0.217 5.519 1.017
H 1.646 4.581 -0.354
H 1.565 2.189 -0.997
H 2.147 -3.797 -2.342
H 0.821 -4.445 -4.392
H -1.380 -3.317 -4.755
H -2.094 -1.556 -3.180
I -0.295 1.820 -3.763
C -1.649 1.063 -2.199
H -2.402 0.533 -2.782
H -2.112 1.966 -1.801

no.,M (g/mol)
1,768.56
2,357.24
3,615.75
4,503.15
5,727.92
6,652.33